Entry 1:
This record from the OMol25 dataset describes a gas-phase ion, C4H11NS2 (charge +1) in a non-equilibrium geometry. The level of theory is ωB97M-V with the def2-TZVPD basis set.

Properties
Multiplicity = 2
Expectation value of S² = 0.755
Charge = +1
Highest occupied orbital energy (spin up / spin down) = -13.3 / -13.2 eV
LUMO energy (spin up / spin down) = -3.028 / -7.727 eV

Geometry (Å):
S1 -2.678137 -1.994300 1.228820
S2 -2.745264 -0.404501 -0.085372
C1 -1.895663 0.863473 0.883367
C2 -0.413842 0.511955 1.066902
N1 0.201245 0.338217 -0.214326
C3 1.603166 0.014391 -0.328697
C4 2.109995 0.069910 -1.768928
H1 -1.757453 -2.718748 0.574603
H2 -1.982453 1.785298 0.303708
H3 -2.365218 0.975197 1.858571
H4 0.120492 1.302609 1.595106
H5 -0.329933 -0.416748 1.647819
H6 -0.440414 -0.208801 -0.817674
H7 1.693345 -0.999612 0.086597
H8 2.171461 0.706550 0.294899
H9 2.029367 1.071899 -2.181631
H10 3.141413 -0.273996 -1.756208
H11 1.537893 -0.622794 -2.387555

Forces on the atoms, in the same order (eV/Å):
-0.04 0.05 -0.03
-0.09 -0.13 0.02
0.30 -0.23 -0.09
-0.20 1.25 -0.12
-0.11 -1.83 0.70
0.22 0.92 -0.60
-0.36 -0.51 0.34
0.03 -0.03 0.00
-0.15 0.03 0.16
-0.02 0.12 -0.07
0.09 -0.09 0.18
0.05 -0.19 -0.07
0.04 0.60 -0.46
0.06 -0.04 0.06
-0.08 -0.15 0.23
0.14 0.02 0.02
0.06 0.17 -0.17
0.05 0.04 -0.12


Entry 2:
This record from the OMol25 dataset describes 2 unconnected molecules or ions with the total composition C4H11O2S2 in a non-equilibrium geometry. The level of theory is ωB97M-V with the def2-TZVPD basis set.

Properties
Charge = -1
Highest occupied orbital energy = -3.9 eV
LUMO energy = 3.202 eV

Geometry (Å):
C1 -0.460238 -1.579916 0.758275
C2 -0.283670 -0.245814 1.535654
O1 0.357887 0.847786 0.997612
C3 -0.185443 -1.405610 -0.738490
S1 -1.672349 -1.356442 -1.877314
S2 -1.558641 0.647494 -2.767445
C4 -0.820664 1.677846 -1.405140
H1 0.143933 -2.458583 1.108660
H2 -1.609536 -1.666473 0.987588
H3 0.153635 -0.337780 2.514101
H4 -1.304417 0.276945 1.628533
H5 0.537610 -0.644568 -0.787695
H6 0.461341 -2.213423 -1.086731
H7 0.004159 1.227894 -0.709908
H8 -1.451043 1.850380 -0.561495
H9 -0.450070 2.574202 -1.868985
H10 1.854187 0.860006 1.094016
H11 3.310752 1.257837 0.245084
O2 2.972574 0.688214 0.933685

Forces on the atoms, in the same order (eV/Å):
-2.12 0.16 0.39
-1.24 2.95 0.07
2.39 -0.10 -0.92
-0.38 -1.85 -0.07
1.11 1.70 0.44
0.65 -0.64 1.44
1.09 -1.53 0.52
-0.66 0.89 0.09
2.12 -1.06 -0.73
-0.20 -1.06 0.96
0.30 -1.69 0.57
0.23 1.93 -0.61
-0.54 -0.55 -0.15
-0.74 0.12 -1.57
-1.33 0.53 0.05
-0.04 0.44 -0.26
1.30 -0.46 -0.98
-0.31 0.25 -0.16
-1.64 -0.03 0.91


Entry 3:
This record from the OMol25 dataset describes 4 unconnected molecules or ions with the total composition C4H11O3 in a non-equilibrium geometry. The level of theory is ωB97M-V with the def2-TZVPD basis set.

Properties
Charge = -1
Highest occupied orbital energy = -4.2 eV
LUMO energy = 0.652 eV

Geometry (Å):
C1 0.266761 0.495891 1.022215
C2 -0.702616 -0.068701 0.039066
C3 -0.780687 -1.122662 -0.782496
O1 -3.595059 -0.334555 -0.051187
C4 1.719321 -0.106895 1.027121
O2 2.605515 0.648513 0.333307
H1 -0.241251 0.609061 1.995632
H2 0.391032 1.544253 0.637717
H3 -1.729928 0.138908 0.472663
H4 -0.385389 0.997150 -1.332323
H5 -1.848923 -1.342747 -1.001462
H6 -0.071051 -1.968176 -0.788447
H7 -4.238999 -0.098360 0.624400
H8 1.631427 -1.168753 0.647848
H9 1.956286 -0.080160 2.104009
H10 2.207612 0.736355 -0.920823
H11 0.911569 0.510307 -1.991444
O3 1.904376 0.610567 -2.035797

Forces on the atoms, in the same order (eV/Å):
1.33 0.70 -1.35
-0.51 3.54 1.65
-0.86 -2.35 -0.15
0.64 -0.02 0.15
-0.87 0.36 0.53
-0.02 0.29 -0.74
0.22 -0.38 -0.30
0.12 -0.63 0.80
-0.50 0.26 -1.57
-0.95 -2.27 1.65
0.59 0.37 -0.81
0.12 0.82 -0.53
-0.02 -0.09 -0.07
0.19 0.42 0.48
0.38 -0.67 0.01
0.35 -0.56 0.06
1.68 -0.10 -0.39
-1.89 0.31 0.58


Entry 4:
This record from the OMol25 dataset describes 2 unconnected molecules or ions with the total composition C4H11OP in a non-equilibrium geometry. The level of theory is ωB97M-V with the def2-TZVPD basis set.

Properties
SMILES = C=CCC.OP
Charge = 0
Highest occupied orbital energy = -9.4 eV
LUMO energy = 0.719 eV

Geometry (Å):
C1 -0.012279 -0.174244 -1.567314
C2 -0.810009 -0.670255 -0.634261
C3 -1.283463 0.131510 0.576192
C4 -0.475541 1.355896 0.898119
H1 0.184053 -0.722190 -2.475864
H2 0.581243 0.717306 -1.479441
H3 -1.407468 -1.576568 -0.745112
H4 -2.354387 0.312280 0.436687
H5 -0.848819 -0.594871 1.318385
H6 -0.776007 1.840038 1.815501
H7 0.652896 1.011132 1.153306
H8 -0.294579 2.099911 0.169003
O1 2.706301 -0.733606 -0.074787
P1 3.904454 0.376380 0.334491
H9 2.149008 -0.797002 0.686497
H10 3.188682 1.490743 0.833897
H11 3.738456 1.179228 -0.784830

Forces on the atoms, in the same order (eV/Å):
0.28 -1.02 -0.36
-1.24 1.69 -0.44
2.28 -1.48 -0.27
3.25 -0.89 1.37
0.08 -0.26 -0.08
-0.19 0.42 0.29
0.49 -0.03 -0.33
0.13 -0.39 0.82
-2.03 0.49 0.45
-0.39 0.14 0.21
-2.34 0.60 -0.55
-0.40 0.75 -1.11
0.94 0.76 -0.07
0.06 -0.13 -0.29
-0.92 -0.45 0.60
-0.50 -0.19 0.87
0.52 0.01 -1.13


Entry 5:
This record from the OMol25 dataset describes 2 unconnected molecules or ions with the total composition C4H11OS. The level of theory is ωB97M-V with the def2-TZVPD basis set.

Properties
Charge = -1
Highest occupied orbital energy = -2.6 eV
LUMO energy = 3.343 eV

Geometry (Å):
C1 -1.549780 0.480459 2.111515
S1 -3.092332 1.445311 1.989146
H1 -1.661777 -0.485097 1.625498
H2 -0.769531 1.072657 1.576717
H3 -1.262879 0.291786 3.145757
H4 -3.931964 0.599879 2.615091
C2 0.159958 0.443064 -0.751942
O1 0.753952 0.870158 0.382833
C3 0.798069 -0.820684 -1.353201
C4 2.306604 -0.679586 -1.502219
H5 0.180505 1.221303 -1.566612
H6 -0.934093 0.209995 -0.631278
H7 0.324840 -1.011066 -2.329131
H8 0.578645 -1.673280 -0.699296
H9 2.761494 -1.496110 -2.081098
H10 2.800915 -0.733886 -0.534108
H11 2.537373 0.265097 -1.997673

Forces on the atoms, in the same order (eV/Å):
-0.10 0.22 -0.03
0.01 -0.20 0.18
0.02 0.11 -0.25
-0.03 -0.59 0.11
-0.02 0.29 0.03
0.06 0.06 -0.03
0.23 0.38 0.36
-0.09 -0.04 -0.03
-0.05 -0.13 -0.09
0.13 -0.44 -0.15
0.00 -0.10 -0.09
-0.05 -0.02 -0.05
0.07 -0.10 0.02
-0.04 -0.01 -0.01
-0.22 0.06 -0.18
-0.11 0.44 0.12
0.17 0.06 0.11


Entry 6:
This record from the OMol25 dataset describes a single C4H11P molecule in a non-equilibrium geometry. The level of theory is ωB97M-V with the def2-TZVPD basis set.

Properties
SMILES = C=[P@@H](C)CC
Charge = 0
Highest occupied orbital energy = -7.6 eV
LUMO energy = 1.084 eV

Geometry (Å):
C1 -0.304313 -1.077207 -2.032096
P1 0.473205 -0.452471 -0.667261
C2 0.491379 1.346013 -0.776743
C3 -0.526686 -0.740667 0.775615
C4 -0.337215 0.295952 1.939361
H1 -0.649621 -2.151601 -2.039840
H2 0.290292 -0.709370 -2.873098
H3 1.978237 -0.835137 0.025149
H4 0.590596 1.588218 -1.803501
H5 -0.501887 1.620193 -0.384539
H6 1.284372 2.018931 -0.345628
H7 -1.567098 -0.831974 0.405519
H8 -0.315735 -1.619923 1.266239
H9 -1.345256 0.494716 2.292902
H10 0.275019 -0.167941 2.709561
H11 0.164711 1.222269 1.508361

Forces on the atoms, in the same order (eV/Å):
0.77 -0.45 0.25
1.78 -0.91 1.26
0.59 0.98 0.48
-1.03 1.61 0.50
0.21 0.46 -1.79
0.58 1.34 0.00
-0.47 -0.44 -0.43
-2.19 0.65 -1.21
-0.47 0.16 -1.27
0.41 0.25 -0.49
-0.65 -1.27 0.30
0.47 0.38 0.24
0.58 -2.52 0.42
0.22 0.45 0.42
-0.02 0.35 0.09
-0.78 -1.04 1.22


Entry 7:
This record from the OMol25 dataset describes a gas-phase ion, C4H11P4 (charge +1) in a non-equilibrium geometry. The level of theory is ωB97M-V with the def2-TZVPD basis set.

Properties
Charge = +1
Highest occupied orbital energy = -12.4 eV
LUMO energy = -4.619 eV

Geometry (Å):
C1 2.216769 -1.440934 -0.790179
C2 0.400610 2.033323 1.300448
C3 -1.927079 -1.065848 0.768419
C4 -1.198989 0.310631 -1.803097
P1 0.697433 -2.134978 -1.256526
P2 2.669165 0.037889 0.019450
P3 0.852732 0.270373 1.228046
P4 -0.569734 -0.547085 -0.293957
H1 3.034778 -2.146107 -0.970593
H2 -0.730480 2.039516 1.029957
H3 1.080540 2.701768 0.699336
H4 0.424814 2.430015 2.233505
H5 -2.219969 -2.102447 0.558111
H6 -2.724044 -0.314968 0.667428
H7 -1.685484 -1.053776 1.810624
H8 -0.657892 1.166230 -1.957435
H9 -2.262563 0.509486 -1.727090
H10 -0.932435 -0.196006 -2.658889
H11 3.531829 -0.497083 1.142442

Forces on the atoms, in the same order (eV/Å):
-1.76 -2.28 -0.17
-1.25 -0.02 -3.58
-0.76 -0.15 -0.45
-1.30 -0.48 2.59
1.35 0.86 1.02
1.22 0.74 1.30
-0.41 -0.56 -0.03
1.39 -0.17 -0.45
0.03 0.37 -0.38
1.99 0.55 0.03
-1.17 -0.71 0.06
0.26 0.69 3.15
-0.38 0.44 -0.27
-0.14 -0.58 -0.29
0.71 0.06 0.56
1.13 2.72 0.15
-0.06 0.06 -0.13
0.14 -1.95 -1.76
-0.98 0.40 -1.36